Formula: C36H29Cl52N5O4S3
Source: the OMol25 dataset
Level of theory: ωB97M-V/def2-TZVPD

XYZ file:
```
129
Properties=species:S:1:pos:R:3:mulliken_charge:R:1
C 4.92 -0.87 3.93 -1.29
C 4.77 -1.36 2.47 0.51
C 6.08 -1.77 1.82 0.39
O 6.85 -2.50 2.41 -0.62
O 6.40 -1.34 0.55 -0.24
C 6.75 -2.41 -0.34 -0.42
C 5.94 -2.26 -1.70 -2.02
C 5.17 -0.93 -1.72 1.12
C 5.93 0.20 -2.15 -0.74
C 5.32 1.39 -2.24 0.09
S 6.36 2.75 -2.83 1.51
C 6.26 2.75 -4.63 -1.08
O 7.71 2.38 -2.46 -0.76
O 6.03 4.02 -2.25 -0.66
C 3.94 1.59 -1.92 0.07
N 3.43 2.84 -2.08 -0.52
C 2.17 2.88 -1.76 -0.90
C 1.38 1.78 -1.31 0.17
C -0.08 2.07 -0.96 -0.82
C -1.01 0.83 -1.01 0.33
C -1.37 0.44 0.45 -0.30
S -2.96 -0.48 0.57 0.45
C -2.50 -2.21 0.21 -0.26
S -2.20 -3.22 1.45 -0.13
N -2.41 -2.60 -1.13 0.81
C -3.12 -1.97 -2.12 0.16
C -2.82 -2.61 -3.30 -1.61
N -1.90 -3.58 -2.98 -0.74
C -1.65 -3.60 -1.72 1.03
N 1.87 0.57 -1.20 -0.19
C 3.21 0.47 -1.51 0.36
C 3.84 -0.82 -1.41 0.38
C 3.11 -2.10 -1.01 -0.86
C 2.21 -2.05 0.26 -0.63
N 0.81 -2.13 -0.19 0.19
H 3.91 -0.82 4.37 0.38
H 5.37 0.13 3.93 0.36
H 5.50 -1.59 4.50 0.23
H 4.36 -0.52 1.89 0.07
H 4.08 -2.21 2.35 -0.02
H 7.82 -2.37 -0.55 0.41
H 6.48 -3.38 0.09 0.31
H 5.30 -3.11 -1.93 0.49
H 6.71 -2.14 -2.48 0.61
H 6.98 0.11 -2.42 0.59
H 7.29 2.67 -5.01 0.40
H 5.75 1.83 -4.94 0.33
H 5.72 3.61 -5.04 0.35
H 1.68 3.85 -1.82 0.19
H -0.05 2.50 0.05 0.22
H -0.42 2.88 -1.60 0.77
H -1.96 1.17 -1.45 0.05
H -0.60 -0.01 -1.58 0.36
H -0.54 -0.14 0.86 -0.07
H -1.47 1.33 1.07 0.06
H -3.80 -1.15 -1.96 0.61
H -3.22 -2.35 -4.26 0.83
H -0.98 -4.27 -1.19 -0.85
H 3.78 -2.96 -0.89 -0.07
H 2.44 -2.35 -1.85 0.51
H 2.40 -2.88 0.96 0.15
H 2.29 -1.09 0.77 0.39
H 0.64 -2.98 -0.70 -0.14
H 0.17 -2.03 0.60 -0.04
C -5.01 3.26 -0.43 0.02
Cl -6.75 3.35 -0.14 0.05
Cl -4.69 2.02 -1.64 -0.07
Cl -4.41 4.82 -1.00 -0.06
Cl -4.19 2.84 1.09 -0.01
C -10.52 2.39 0.96 0.30
Cl -9.42 1.15 0.35 -0.05
Cl -11.06 3.40 -0.38 -0.05
Cl -11.92 1.61 1.72 -0.12
Cl -9.68 3.39 2.16 -0.09
C 0.11 6.00 0.03 0.26
Cl -1.22 4.87 -0.22 0.06
Cl -0.52 7.48 0.77 -0.07
Cl 1.32 5.27 1.10 -0.09
Cl 0.85 6.40 -1.52 -0.16
C -6.17 -4.06 -5.95 0.30
Cl -7.77 -3.32 -5.83 -0.10
Cl -5.44 -3.63 -7.51 -0.12
Cl -5.13 -3.47 -4.64 0.00
Cl -6.32 -5.81 -5.84 -0.10
C -6.65 -3.33 0.88 0.22
Cl -5.39 -2.09 0.83 -0.05
Cl -8.25 -2.55 0.90 -0.09
Cl -6.51 -4.36 -0.54 -0.09
Cl -6.46 -4.30 2.34 -0.10
C 1.48 -6.33 0.86 0.29
Cl 1.79 -5.51 2.40 -0.10
Cl 2.94 -6.28 -0.14 -0.03
Cl 1.03 -8.01 1.17 -0.08
Cl 0.16 -5.52 0.01 -0.07
C -2.26 10.99 -0.78 0.32
Cl -3.05 10.42 0.70 -0.11
Cl -1.39 12.49 -0.44 -0.09
Cl -1.13 9.76 -1.35 -0.03
Cl -3.49 11.29 -2.02 -0.09
C 8.27 -1.02 6.85 0.30
Cl 9.61 0.13 6.80 -0.10
Cl 6.73 -0.14 6.93 -0.10
Cl 8.28 -2.01 5.39 -0.06
Cl 8.43 -2.06 8.28 -0.02
C 7.34 -5.65 10.34 0.36
Cl 6.57 -6.20 11.84 -0.10
Cl 8.38 -4.26 10.69 -0.10
Cl 8.32 -6.96 9.67 -0.09
Cl 6.10 -5.18 9.18 -0.08
C 3.82 -9.82 -2.17 0.34
Cl 4.94 -8.44 -2.18 -0.10
Cl 2.15 -9.23 -2.15 -0.06
Cl 4.08 -10.80 -3.62 -0.10
Cl 4.12 -10.80 -0.73 -0.10
C -1.60 2.12 4.81 0.19
Cl -2.66 2.19 3.40 0.05
Cl 0.04 1.69 4.29 -0.08
Cl -1.56 3.70 5.60 -0.09
Cl -2.19 0.91 5.94 -0.10
C -14.86 5.57 -1.08 0.34
Cl -15.12 6.92 0.02 -0.09
Cl -13.39 5.86 -2.03 -0.09
Cl -14.69 4.08 -0.16 -0.07
Cl -16.24 5.43 -2.18 -0.09
C -6.89 6.21 -4.27 0.26
Cl -8.53 6.58 -4.82 -0.10
Cl -6.10 5.14 -5.45 -0.10
Cl -5.96 7.71 -4.12 -0.09
Cl -6.96 5.40 -2.70 -0.01
```

Computed properties:
DFT total energy = -737107.812 eV
Energy above the lowest of the compared OMol25 structures with the same formula, charge and spin = 0.0000 eV
Net charge = 0
Max |F| = 2.87 eV Å⁻¹
E_HOMO = -8.866 eV

---

Formula: C36H29ClNNbO6PS
Source: the OMol25 dataset
Level of theory: ωB97M-V/def2-TZVPD

XYZ file:
```
76
Properties=species:S:1:pos:R:3:mulliken_charge:R:1
Nb 0.82 -0.69 1.08 -0.97
O -1.54 -2.44 1.42 -0.64
C -1.29 -1.24 1.64 1.20
C -2.23 -0.30 2.11 -0.14
C -3.54 -0.70 2.39 -0.90
C -4.44 0.28 2.77 -0.58
C -4.11 1.62 2.95 -0.81
C -2.80 2.01 2.67 -0.06
C -1.87 1.04 2.31 0.54
P -0.20 1.59 1.71 2.95
C 0.48 2.45 3.13 0.32
C 0.07 2.37 4.44 -0.38
C 0.69 3.01 5.48 -0.64
C 1.85 3.74 5.20 -0.61
C 2.41 3.69 3.94 -0.84
C 1.70 3.13 2.88 -0.04
C -0.58 2.78 0.49 0.85
C -0.52 2.38 -0.83 -0.29
C -0.76 3.29 -1.88 -0.83
C -1.17 4.59 -1.63 -0.62
C -1.32 4.96 -0.28 -0.79
C -1.00 4.08 0.76 -0.60
H -3.66 -1.73 2.29 0.71
H -5.48 -0.05 2.91 0.37
H -4.80 2.35 3.30 0.50
H -2.39 3.03 2.86 0.31
H -0.81 1.77 4.74 0.28
H 0.26 2.92 6.46 0.45
H 2.42 4.18 5.99 0.40
H 3.38 4.15 3.72 0.41
H 2.12 3.13 1.87 0.30
H -0.09 1.41 -1.08 -0.02
H -0.58 2.98 -2.89 0.54
H -1.31 5.29 -2.44 0.45
H -1.44 6.01 -0.03 0.35
H -0.97 4.42 1.79 0.36
O 2.50 -2.05 0.58 -0.56
S 3.61 -1.00 0.53 1.19
O 4.84 -1.25 1.21 -0.69
N 2.77 0.40 0.87 -0.50
C 3.03 1.33 -0.16 0.57
O 2.58 2.48 -0.22 -0.61
C 3.80 0.76 -1.26 0.02
C 4.03 1.45 -2.51 -0.52
C 4.36 0.67 -3.61 -0.61
C 4.76 -0.68 -3.41 -0.46
C 4.67 -1.30 -2.13 -0.64
C 4.10 -0.54 -1.10 0.62
H 3.91 2.54 -2.46 0.48
H 4.39 1.15 -4.61 0.42
H 5.13 -1.23 -4.25 0.45
H 4.93 -2.36 -2.04 0.49
Cl 1.40 -1.26 3.18 -0.25
C -2.79 -6.38 -2.62 -1.45
C -2.18 -5.03 -2.45 0.44
C -0.86 -4.89 -2.20 -0.82
C -0.19 -3.68 -2.05 1.55
C 1.22 -3.71 -1.60 -1.58
C -0.85 -2.52 -2.03 0.64
C -2.26 -2.58 -2.37 0.75
C -3.06 -1.38 -2.59 -1.44
C -2.90 -3.82 -2.45 -1.04
C -0.20 -1.16 -1.90 -0.14
O -0.20 -0.18 -2.60 -0.52
O 0.37 -0.99 -0.68 0.12
H -2.12 -7.23 -2.29 0.33
H -2.93 -6.58 -3.74 0.28
H -3.77 -6.58 -2.17 0.37
H -0.13 -5.73 -2.18 0.29
H 1.68 -4.61 -1.98 0.60
H 1.27 -3.69 -0.50 0.21
H 1.77 -2.81 -1.94 0.15
H -3.31 -0.87 -1.65 0.22
H -4.03 -1.72 -2.98 0.46
H -2.64 -0.63 -3.29 0.29
H -4.00 -3.82 -2.58 0.37
```

Computed properties:
DFT total energy = -85769.538 eV
Energy above the lowest of the compared OMol25 structures with the same formula, charge and spin = 0.8201 eV
Net charge = +1
Max |F| = 4.19 eV Å⁻¹
E_HOMO = -11.123 eV

---

Formula: C36H29CoGeN2O2
Source: the OMol25 dataset
Level of theory: ωB97M-V/def2-TZVPD

XYZ file:
```
71
Properties=species:S:1:pos:R:3:mulliken_charge:R:1
Co 0.07 -0.09 0.01 -0.23
C -1.00 -2.79 -0.91 -1.06
O -0.36 -2.09 0.17 -0.31
C 0.91 -2.58 0.50 0.41
C 1.03 -3.75 1.21 -0.72
C 2.27 -4.12 1.72 -0.46
C 3.35 -3.27 1.53 -0.68
C 3.21 -2.10 0.79 -0.48
C 2.00 -1.75 0.21 0.99
N 1.90 -0.56 -0.57 -0.63
N 1.04 -0.71 -1.62 -0.14
C 0.63 0.48 -2.31 -0.04
C 0.17 1.65 -1.65 1.11
O 0.19 1.72 -0.33 0.34
C -0.39 2.71 -2.42 -1.09
C -0.50 2.64 -3.77 -1.04
C -0.04 1.50 -4.47 0.80
C -0.11 1.40 -5.88 -0.70
C 0.37 0.31 -6.55 -0.53
C 0.96 -0.75 -5.81 -0.57
C 1.03 -0.69 -4.45 -0.73
C 0.53 0.43 -3.73 0.32
H -1.22 -3.81 -0.61 0.33
H -1.93 -2.26 -1.11 0.30
H -0.37 -2.76 -1.79 0.30
H 0.15 -4.35 1.41 0.40
H 2.38 -5.04 2.27 0.37
H 4.31 -3.52 1.96 0.38
H 4.05 -1.44 0.63 0.44
H -0.76 3.57 -1.86 0.43
H -0.95 3.46 -4.33 0.33
H -0.55 2.23 -6.43 0.36
H 0.32 0.26 -7.63 0.37
H 1.35 -1.61 -6.34 0.37
H 1.49 -1.49 -3.89 0.39
C -0.44 0.22 1.80 -1.10
Ge -0.34 1.97 2.57 1.99
C -0.42 1.90 4.55 -0.27
C 0.58 1.19 5.22 -0.54
C 0.62 1.12 6.60 -0.63
C -0.36 1.78 7.36 -0.39
C -1.36 2.49 6.71 -0.62
C -1.39 2.55 5.32 -0.22
C 1.35 2.89 2.25 -0.01
C 1.58 4.15 2.82 -0.18
C 2.78 4.82 2.60 -0.68
C 3.76 4.24 1.80 -0.46
C 3.54 2.99 1.24 -0.52
C 2.35 2.32 1.46 -0.37
C -1.80 3.14 2.02 -0.22
C -3.13 2.75 2.24 -0.27
C -4.19 3.51 1.78 -0.73
C -3.95 4.69 1.08 -0.41
C -2.63 5.08 0.84 -0.57
C -1.57 4.31 1.30 -0.15
H -1.11 -0.47 2.32 0.65
H 1.35 0.67 4.64 0.37
H 1.40 0.57 7.10 0.37
H -0.33 1.73 8.44 0.35
H -2.12 3.00 7.29 0.37
H -2.18 3.11 4.83 0.30
H 0.82 4.61 3.45 0.42
H 2.95 5.79 3.05 0.38
H 4.69 4.77 1.62 0.36
H 4.30 2.54 0.60 0.43
H 2.18 1.35 0.99 0.09
H -3.33 1.82 2.77 0.42
H -5.21 3.20 1.97 0.37
H -4.77 5.29 0.71 0.36
H -2.44 5.99 0.28 0.39
H -0.56 4.62 1.09 0.35
```

Computed properties:
DFT total energy = -139017.986 eV
Multiplicity = 2
Energy above the lowest of the compared OMol25 structures with the same formula, charge and spin = 0.8458 eV
Net charge = -1
Max |F| = 1.56 eV Å⁻¹
E_HOMO (spin up / spin down) = -3.609 / -3.793 eV

---

Formula: C36H29GeN3O3Tc
Source: the OMol25 dataset
Level of theory: ωB97M-V/def2-TZVPD

XYZ file:
```
73
Properties=species:S:1:pos:R:3:mulliken_charge:R:1
Tc 0.52 -0.21 0.24 -1.07
O 1.51 1.08 1.21 -0.70
C 1.02 2.05 1.99 0.44
C 1.66 2.38 3.18 -0.60
C 1.20 3.42 3.95 -0.46
C 0.10 4.18 3.55 -0.77
C -0.52 3.88 2.36 -0.77
C -0.09 2.81 1.57 0.58
C -0.74 2.55 0.32 -0.03
N -0.56 1.52 -0.42 0.18
C -1.32 1.38 -1.67 -1.02
C -1.29 -0.11 -2.05 -0.19
N -1.14 -0.84 -0.81 0.16
C -2.15 -1.53 -0.32 -0.39
C -2.36 -1.94 1.00 0.99
C -3.34 -2.94 1.25 -0.63
C -3.65 -3.31 2.52 -0.82
C -3.02 -2.65 3.60 -0.47
C -2.11 -1.65 3.40 -0.82
C -1.73 -1.25 2.09 0.24
O -0.89 -0.30 1.91 -0.18
H 2.52 1.79 3.47 0.50
H 1.69 3.65 4.88 0.41
H -0.25 5.00 4.16 0.42
H -1.37 4.47 2.02 0.40
H -1.46 3.30 -0.02 0.43
H -2.35 1.70 -1.50 0.54
H -0.88 1.99 -2.45 0.39
H -2.21 -0.39 -2.58 0.72
H -0.44 -0.31 -2.69 -0.59
H -2.92 -1.79 -1.05 0.37
H -3.82 -3.42 0.41 0.39
H -4.37 -4.09 2.71 0.42
H -3.27 -2.94 4.61 0.42
H -1.64 -1.14 4.23 0.47
O 0.68 -3.97 2.14 -0.47
C 0.79 -2.98 1.54 0.75
N 0.97 -1.97 0.89 -0.71
C 1.55 -0.38 -1.09 1.67
Ge 2.97 -1.02 -2.35 1.80
C 2.79 0.07 -3.95 0.55
C 3.78 0.97 -4.34 -0.55
C 3.62 1.72 -5.51 -0.64
C 2.48 1.55 -6.29 -0.49
C 1.51 0.63 -5.92 -0.86
C 1.67 -0.11 -4.75 -0.40
C 2.56 -2.89 -2.60 -0.08
C 3.54 -3.73 -3.12 -0.39
C 3.26 -5.07 -3.35 -0.70
C 2.00 -5.58 -3.06 -0.48
C 1.02 -4.75 -2.54 -0.76
C 1.29 -3.41 -2.31 0.09
C 4.52 -0.69 -1.24 0.25
C 5.16 -1.76 -0.62 -0.36
C 6.23 -1.53 0.24 -0.75
C 6.66 -0.24 0.48 -0.47
C 6.02 0.84 -0.13 -0.92
C 4.95 0.61 -0.98 -0.24
H 4.68 1.10 -3.75 0.42
H 4.39 2.41 -5.81 0.42
H 2.36 2.13 -7.19 0.40
H 0.64 0.48 -6.54 0.43
H 0.93 -0.86 -4.50 0.41
H 4.52 -3.35 -3.35 0.47
H 4.03 -5.72 -3.76 0.41
H 1.79 -6.63 -3.24 0.40
H 0.04 -5.15 -2.31 0.43
H 0.53 -2.78 -1.88 0.29
H 4.82 -2.77 -0.79 0.42
H 6.72 -2.37 0.72 0.43
H 7.50 -0.06 1.15 0.42
H 6.35 1.85 0.07 0.43
H 4.45 1.46 -1.44 0.45
```

Computed properties:
DFT total energy = -107123.464 eV
Energy above the lowest of the compared OMol25 structures with the same formula, charge and spin = 0.9972 eV
Net charge = +1
Max |F| = 0.32 eV Å⁻¹
E_HOMO = -10.720 eV